# 1
{"formula": "F4H18N2Na4O17S4", "method": "wB97M-V/def2-TZVPD", "lumo_energy_ev": -7.77, "charge": 2, "gap_ev": 5.3, "symbols": ["Na", "Na", "Na", "Na", "N", "S", "O", "O", "F", "S", "O", "O", "F", "N", "S", "O", "O", "F", "S", "O", "O", "F", "O", "H", "H", "O", "H", "H", "O", "H", "H", "O", "H", "H", "O", "H", "H", "O", "H", "H", "O", "H", "H", "O", "H", "H", "O", "H", "H"], "positions_angstrom": [[-1.487020, -9.712050, -15.884560], [1.982840, -14.246360, -17.091900], [0.460170, -12.786510, -10.266470], [0.885300, -10.095400, -11.397180], [0.659140, -12.208010, -12.476700], [1.879020, -12.862750, -13.529320], [1.780100, -12.591750, -14.964630], [2.375470, -14.170360, -13.160630], [3.161210, -11.907710, -13.183210], [-0.446420, -12.609840, -13.467930], [-0.513310, -14.026530, -13.804960], [-0.908540, -11.611200, -14.455150], [-1.630780, -12.403500, -12.397610], [-5.596820, -14.679290, -12.809190], [-4.580570, -15.465360, -11.687000], [-4.182620, -14.645940, -10.539990], [-3.644470, -16.441360, -12.241800], [-5.726870, -16.392090, -11.110000], [-4.553530, -13.779700, -13.509730], [-3.384010, -14.382940, -14.151200], [-4.409440, -12.493740, -12.883970], [-5.481780, -13.519180, -14.777100], [-1.859320, -13.323910, -9.598640], [-2.709880, -13.639790, -9.903570], [-1.985880, -13.157640, -8.664520], [0.428900, -8.986940, -14.410990], [1.195290, -9.244680, -13.898700], [0.204990, -8.114990, -14.085750], [-0.648840, -16.969140, -12.643430], [-0.480540, -16.281770, -11.998890], [-0.615130, -16.519740, -13.487900], [-1.610370, -16.354120, -15.204880], [-1.920370, -16.440610, -16.106360], [-2.024710, -15.552940, -14.884460], [-1.414940, -9.381790, -11.388120], [-1.924160, -9.087510, -12.143320], [-1.910100, -10.122730, -11.038780], [1.152870, -16.066440, -15.610580], [0.225100, -16.010960, -15.381670], [1.309500, -16.999950, -15.752960], [2.769400, -16.882580, -13.426430], [2.780230, -15.962910, -13.161270], [2.399130, -16.873510, -14.309070], [2.878950, -9.001420, -13.257960], [3.374590, -9.479010, -13.923160], [3.540010, -8.501770, -12.778810], [5.630630, -13.797060, -14.111750], [5.564260, -12.988280, -14.619400], [5.091190, -13.639040, -13.336980]], "atomic_forces_ev_per_a": [[0.2162, -0.3902, 0.3439], [-0.1060, -0.5165, 0.5406], [-0.9492, -1.3393, 0.7152], [-0.1585, 0.9954, -0.4557], [4.8400, -0.1459, -1.5928], [5.4609, -1.7286, -0.8656], [-0.8891, 0.0816, 1.9705], [-1.5669, 2.6673, 0.2839], [-1.6528, -0.2169, 0.5381], [-10.4436, -0.7003, -2.3707], [1.2867, 2.7588, 0.3722], [1.9580, -1.5895, 1.2375], [1.1224, -0.2908, -0.1971], [2.6948, -2.1543, 2.7011], [-1.2471, -2.7849, 0.3144], [-0.0421, -0.4250, -1.4412], [-1.2864, 2.3713, 0.9292], [0.4162, 0.7528, -0.0428], [-0.6509, 1.3790, -3.2448], [-0.5526, 0.9319, 1.0340], [0.8284, 0.0378, -0.3115], [0.3277, 0.5192, 0.0411], [1.7222, 0.9233, 0.2527], [-1.0120, -0.7003, -0.7495], [-0.2117, -0.1179, 0.3687], [-1.2307, -0.1506, -0.3579], [0.6039, 0.1609, -0.1346], [0.1820, 0.5027, 0.0343], [0.3330, -0.1195, 0.1982], [-0.0680, -0.0002, 0.2194], [-0.2429, -0.1380, -0.1203], [1.0104, -0.0198, -0.4812], [-0.2931, -0.2615, -0.2228], [-0.8319, 0.4029, 0.5140], [1.0527, -0.1919, 0.1154], [-0.2408, 0.1262, -0.1633], [-0.6316, -0.2863, 0.1818], [1.2009, 0.8655, -0.9712], [-1.3805, -0.1550, 0.2924], [-0.1320, -0.4358, -0.2569], [0.4492, -0.4177, 0.2601], [-0.0071, -0.2556, -0.0827], [0.0116, 0.1755, 0.2959], [-0.4013, -0.2937, 0.4692], [0.2557, -0.2254, -0.2832], [0.2322, 0.3974, 0.1805], [-0.1559, -0.1274, -0.2116], [0.2051, 0.2388, -0.1400], [-0.0258, -0.1096, 0.2932]]}

=====

# 2
{"formula": "C3H5N2OS", "method": "wB97M-V/def2-TZVPD", "lumo_energy_ev": -5.53, "charge": 1, "de_lowest_kj_mol": 109.1, "gap_ev": 7.1, "symbols": ["C", "C", "C", "N", "N", "O", "S", "H", "H", "H", "H", "H"], "positions_angstrom": [[-0.762461, 0.081178, 0.234129], [0.540914, 1.408034, 1.820207], [0.394716, -0.261792, -0.388585], [-0.531659, 0.829187, 1.543545], [0.166904, -1.054037, -1.611371], [-1.918589, -0.098835, -0.081014], [1.874392, 2.091485, 2.104117], [1.397358, -0.156370, -0.036405], [-1.382086, 0.896523, 2.101741], [-0.867480, -1.147297, -1.660852], [0.586878, -1.990652, -1.555644], [0.501113, -0.597424, -2.469867]], "atomic_forces_ev_per_a": [[0.2370, -0.2526, -0.5269], [1.0046, 0.7814, 0.5518], [0.2332, -0.2448, -0.3028], [-0.5626, -0.0956, -0.0200], [-0.1568, 0.0799, 0.1253], [-0.3433, 0.0087, 0.1621], [-0.7364, -0.3576, -0.1269], [0.2068, -0.0693, 0.0064], [0.1410, 0.1027, 0.1352], [0.3180, -0.0544, -0.1486], [-0.1981, 0.2296, -0.0776], [-0.1434, -0.1278, 0.2219]]}

=====

# 3
{"formula": "C5H10N2O4S2", "method": "wB97M-V/def2-TZVPD", "lumo_energy_ev": 0.17, "charge": 0, "de_lowest_kj_mol": 11.1, "gap_ev": 9.4, "symbols": ["C", "C", "C", "C", "C", "N", "N", "O", "O", "O", "O", "S", "S", "H", "H", "H", "H", "H", "H", "H", "H", "H", "H"], "positions_angstrom": [[1.098274, 3.162613, 1.642304], [-1.059749, -1.956468, -1.711633], [0.883716, 2.587493, 0.462871], [-0.177514, -0.939628, -2.330540], [-1.447391, -0.071938, 1.018661], [2.339197, 0.561694, 1.381299], [-0.567936, -3.818698, 0.344396], [-0.423127, 0.232491, -2.465033], [1.062405, -2.035813, -0.095091], [-0.369945, 0.526532, 1.610955], [-1.231890, -1.446041, 0.946695], [1.076584, 0.770199, 0.548982], [-0.324034, -2.354176, -0.044878], [0.768384, 4.172530, 1.781858], [1.309850, 2.469109, 2.445791], [-1.964239, -1.433238, -1.558689], [-1.046628, -3.017387, -2.116042], [0.673991, 2.954299, -0.503062], [0.856240, -1.229502, -2.619649], [-1.529596, 0.433128, 0.034229], [-2.421631, -0.028791, 1.574630], [2.867622, -0.279455, 1.302126], [-1.509776, -3.984947, 0.366288]], "atomic_forces_ev_per_a": [[-1.3586, -0.4157, -1.1301], [1.1832, -1.1866, 0.9181], [1.0656, -1.6093, 2.1802], [2.3616, 0.4913, -0.9888], [0.1811, 1.5815, -1.0064], [-0.5360, 1.7767, 0.3642], [2.8581, 2.3625, -0.6261], [-1.0101, -0.1452, 0.2633], [0.4012, 0.6733, 0.0908], [0.7013, 0.6591, 1.0526], [0.2764, -2.5133, -0.6831], [-0.0359, -0.2274, -0.6963], [-1.0934, -1.8807, 0.4752], [0.5868, 0.5713, 0.3443], [0.2200, 0.5384, 0.3805], [-1.5608, -0.2461, 0.1284], [-0.3140, 1.6588, -0.0825], [-0.4541, 0.5190, -0.7527], [-0.4133, -0.5286, 0.0562], [-0.6466, -0.7823, -0.0452], [1.1571, 0.5142, -0.1372], [-0.3978, -0.9918, -0.3740], [-3.1716, -0.8188, 0.2687]]}

=====

# 4
{"formula": "H4O2", "method": "wB97M-V/def2-TZVPD", "lumo_energy_ev": 0.64, "smiles": "O.O", "charge": 0, "de_lowest_kj_mol": 32.1, "gap_ev": 12.1, "symbols": ["O", "H", "H", "O", "H", "H"], "positions_angstrom": [[1.738060, -0.066236, -0.113427], [1.464347, 0.868192, -0.174662], [1.040869, -0.735182, -0.223704], [-1.475937, -0.055090, -0.241950], [-1.620454, 0.690322, 0.326942], [-1.146883, -0.702007, 0.426803]], "atomic_forces_ev_per_a": [[0.6347, -0.0561, 0.2430], [-0.5780, -1.2239, -0.1409], [0.0306, 1.3046, -0.1763], [0.6310, -1.3572, 0.7915], [-0.2874, 0.9291, 0.2021], [-0.4311, 0.4035, -0.9195]]}

=====

# 5
{"formula": "C4H9Br2N2", "method": "wB97M-V/def2-TZVPD", "lumo_energy_ev": -3.90, "smiles": "CC(=[NH2+])NC(C)(Br)Br", "charge": 1, "de_lowest_kj_mol": 0.0, "gap_ev": 10.4, "symbols": ["C", "C", "N", "N", "C", "C", "Br", "Br", "H", "H", "H", "H", "H", "H", "H", "H", "H"], "positions_angstrom": [[-0.586007, -2.045694, -1.252729], [-0.025555, -1.099831, -0.151673], [0.478016, -1.787276, 0.865162], [-0.103218, 0.228890, -0.204010], [0.326381, 1.185651, 0.739283], [-0.106776, 2.777412, 0.139935], [-0.717092, 0.889689, 2.423832], [2.262287, 1.068352, 0.812028], [-0.907777, -2.890697, -0.745968], [-1.385850, -1.547223, -1.852308], [0.190849, -2.398509, -1.902268], [0.634226, -2.820441, 0.762305], [0.678260, -1.327039, 1.665490], [-0.108812, 0.587586, -1.130045], [-0.571120, 2.568740, -0.827336], [0.783713, 3.362363, -0.027941], [-0.841524, 3.248029, 0.686244]], "atomic_forces_ev_per_a": [[0.3857, 3.2496, -0.5074], [-0.0393, -2.1419, -0.2755], [-1.0376, -1.6760, -3.5391], [-0.4150, -1.5116, -0.4323], [-0.8881, 3.4335, 0.3057], [1.7104, -4.0283, -1.1384], [0.9715, 0.1107, -0.6975], [-0.0381, 0.1305, 0.6395], [-1.1619, -1.4604, 0.8489], [0.6331, -0.5532, 0.5804], [0.6108, 0.1824, -0.5158], [-0.4609, 1.6960, 0.4270], [1.2387, 1.3994, 3.2786], [-0.6012, 0.2691, -0.9411], [0.1521, 0.0267, -0.0895], [0.2103, 0.0485, 0.2872], [-1.2704, 0.8250, 1.7692]]}

=====

# 6
{"formula": "C6H7As2F6N3O3S4Tc", "method": "wB97M-V/def2-TZVPD", "multiplicity": 2, "lumo_energy_ev": [-10.07, -10.19], "s_squared": 0.776, "charge": 2, "de_lowest_kj_mol": 0.0, "gap_ev": [5.5, 5.4], "symbols": ["Tc", "S", "As", "S", "S", "S", "C", "C", "C", "O", "C", "O", "O", "H", "H", "H", "H", "H", "H", "H", "F", "As", "F", "F", "F", "F", "F", "N", "C", "N", "C", "N"], "positions_angstrom": [[0.170334, -1.314030, 0.101119], [-0.490010, -2.816570, 4.485009], [-0.593071, -3.340401, 2.307166], [1.277700, -3.124546, 0.936325], [-1.775459, -2.080858, 0.957096], [-1.058454, -4.795940, 3.890309], [-0.310349, 0.907352, -3.132661], [-1.352893, 0.483423, -2.133425], [-2.670364, 1.109794, -2.444451], [-0.891561, 0.639397, -0.840513], [-1.465686, -1.002002, -2.220234], [-2.198190, -1.696337, -2.752336], [-0.218214, -1.598057, -1.482037], [0.202705, 1.806801, -2.915702], [-0.866086, 1.059032, -4.061662], [0.428720, 0.120965, -3.390170], [-2.595801, 2.224768, -2.355447], [-3.533458, 0.678882, -1.920797], [-2.822404, 0.958242, -3.494588], [-1.452447, 1.096607, -0.206841], [0.400599, -0.019214, 1.350354], [0.454392, 1.146550, 3.508717], [-0.612664, 2.065454, 2.620669], [0.441205, 1.814537, 5.014319], [1.757808, 1.981700, 2.852408], [1.518722, -0.130607, 3.664003], [-0.773997, -0.005365, 3.707448], [5.524165, 1.627324, -1.369423], [4.701764, 1.323164, -0.539355], [3.864350, 1.040395, 0.342296], [2.876460, 0.281028, -0.047060], [2.062182, -0.441489, -0.430536]], "atomic_forces_ev_per_a": [[1.1770, -0.1826, 2.1699], [0.1644, 0.2546, -1.3643], [0.9347, -0.4395, 1.4754], [-1.5871, 0.6627, 0.7210], [-0.2892, 0.0639, 0.7789], [-0.0652, -0.0864, -1.0943], [0.1051, -1.3583, -1.9359], [0.1960, 0.0206, -0.1454], [-0.7190, 1.1639, 0.1112], [1.3352, 0.3721, 2.4302], [-0.6055, 0.4659, -1.5672], [-0.2280, -1.2913, 0.0221], [-0.5319, -1.5037, -3.1077], [0.3372, 0.9262, 0.6431], [0.3578, 0.1169, -0.0770], [-0.2188, 0.4088, 0.4634], [-0.1317, -0.9498, 0.3214], [0.3125, 0.3181, 0.1306], [-0.4010, -0.2218, -0.5441], [-0.4577, 0.3322, -0.1505], [-0.2347, 0.6324, 0.7555], [0.3532, 0.2101, 0.8183], [-0.6023, 0.6094, -0.6848], [-0.1386, 0.2538, 0.4956], [0.2583, 0.6597, -0.6606], [0.8545, -1.3305, 0.2034], [-0.7699, -0.3586, 0.0447], [-1.0509, -0.3770, 1.1737], [2.6354, 1.1231, -2.2454], [-1.0868, -0.3344, 0.9930], [0.1678, -0.4006, -0.3920], [-0.0709, 0.2398, 0.2177]]}

=====

Q: Number 1 is which compound?
A: F4H18N2Na4O17S4